(1)
87
Properties=species:S:1:pos:R:3 method="wB97M-V/def2-TZVPD" relative_energy_kcal_mol=0.00 e_homo_ev="-10.664 / -10.676" homo_lumo_gap_ev="5.96 / 6.05" max_force_ev_per_a=1.17 total_charge=+1 e_lumo_ev="-4.70 / -4.63"
H -3.68 -1.02 -6.62
H -3.94 -1.33 -2.83
N -1.14 -0.69 -1.13
H -2.76 0.20 -5.71
H 2.11 -1.39 -3.44
O 0.21 -1.62 1.60
C 2.55 0.11 0.00
H -0.37 4.33 3.86
C 2.95 -1.02 3.93
C -2.51 4.44 4.16
H 5.58 -2.72 -3.95
C -0.69 2.81 1.66
C 2.00 -3.00 2.24
C 1.26 1.27 4.64
N 1.32 -0.17 -0.43
C 2.27 -0.97 -2.46
C -4.34 -0.24 2.60
C 1.31 -1.79 2.34
H -4.19 -0.56 -4.99
C 4.69 -0.09 -4.13
S -0.56 2.11 0.03
H 6.16 -1.40 -1.27
C -2.45 -0.85 -1.41
H -1.66 -2.39 -7.00
H -4.12 -3.04 -4.32
Os -0.44 -0.01 0.70
H 3.82 -2.69 -3.98
O -2.16 -0.30 1.69
Cl -4.73 -1.79 1.81
H 1.62 0.63 5.44
H -3.82 2.01 6.14
H 4.68 -3.16 -2.50
C -3.32 -0.74 -5.62
H 6.22 0.26 -1.90
C 3.56 -0.72 -2.01
Cl -3.74 -0.54 4.25
C -3.61 5.29 4.11
H 2.62 0.55 0.99
C -1.27 -2.10 -6.03
H -2.64 -3.97 -4.54
H 3.69 -4.14 2.87
H 1.99 2.06 4.46
C -4.78 4.97 4.79
H -0.67 -1.19 -6.18
C 4.76 -1.02 -2.90
H -5.62 5.64 4.76
Cl -5.77 0.77 2.66
C -3.20 0.46 1.80
H 4.56 -2.35 4.36
O -3.34 1.57 1.36
H 6.91 -1.06 -2.83
H 4.65 0.09 -0.32
C -2.43 -1.86 -5.07
C 3.15 -3.20 2.96
H 5.54 -0.28 -4.78
C -2.60 3.25 4.88
C 1.17 -0.69 -1.67
C -3.76 2.94 5.57
N 0.25 0.92 2.46
C -1.95 -1.45 -3.68
H -3.59 -3.46 -5.94
C -0.61 -1.29 -3.36
C 1.76 -0.79 3.22
H -5.76 3.54 6.06
C -0.23 -0.91 -2.09
H 1.60 -3.76 1.58
H 3.78 -0.27 -4.71
H -1.09 5.89 3.45
H -3.14 -0.67 -0.60
C 4.70 -2.49 -3.36
C 6.08 -0.79 -2.18
N -0.30 2.19 2.71
C -4.85 3.79 5.53
H -1.75 2.59 4.91
S -1.30 4.41 1.66
C -1.25 4.81 3.44
H 4.71 0.95 -3.83
C -3.24 -3.16 -4.95
H -0.61 -2.90 -5.69
H -3.55 6.22 3.55
H 3.34 -0.25 4.58
H 0.34 1.75 4.95
H 0.15 -1.44 -4.12
C 3.65 -2.20 3.80
C 1.04 0.47 3.39
C -2.87 -1.22 -2.66
C 3.68 -0.15 -0.74

***

(2)
108
Properties=species:S:1:pos:R:3 method="wB97M-V/def2-TZVPD" relative_energy_kcal_mol=0.00 e_homo_ev=-1.443 homo_lumo_gap_ev=5.49 max_force_ev_per_a=1.23 total_charge=-2 e_lumo_ev=4.05
H -5.24 0.35 -2.14
H -4.55 4.35 -2.33
C -0.07 4.99 -0.41
C 0.83 1.67 -4.10
C -2.19 0.69 -2.03
H -1.55 -6.16 1.45
C 2.17 3.45 -3.04
C 0.24 -6.83 0.45
C 1.87 2.08 -3.20
H -1.84 6.11 -1.01
H -2.91 1.09 -2.74
N -0.34 1.27 -0.56
H -6.03 -1.22 -2.07
H 0.06 -4.99 5.10
H 1.32 -6.84 0.61
C -2.30 -0.69 -1.78
C -1.33 1.60 -1.42
N -1.53 -1.38 -0.91
N 0.59 0.35 -4.31
H 1.92 -0.86 5.74
H 1.66 5.48 -3.60
C 0.42 4.02 -4.57
H -4.28 -4.01 -3.13
Se 5.70 -2.17 2.30
H -3.66 4.55 -0.80
H -2.10 4.68 -2.79
C -3.82 -4.07 -2.15
C 3.21 3.77 -2.14
H 2.14 0.84 6.15
C 1.67 -4.85 3.65
H 1.10 -0.39 -3.84
C 1.08 -4.61 5.04
H -0.28 0.06 -4.70
C -2.46 3.72 -2.42
H -3.88 -0.45 -4.11
Ba 1.07 -0.96 -0.73
C -1.97 -2.66 -0.92
H 2.44 -2.21 3.68
C 0.18 2.43 -0.09
C 1.00 -2.75 2.23
H 3.97 0.63 -1.15
C 1.82 -1.82 2.88
H 2.71 -4.50 3.63
H 4.27 0.89 4.81
H -4.63 -2.02 -3.98
H -1.91 -4.67 -0.27
H 0.06 -6.31 -0.50
H -0.17 4.76 -5.11
N 0.17 -2.46 1.20
C -3.79 3.90 -1.68
C -3.07 -2.81 -1.87
C 1.93 -0.46 2.62
H 1.04 -3.54 5.27
H -5.64 -3.58 -1.07
C 3.49 1.44 -1.70
C 3.52 0.11 4.63
C 1.63 1.51 1.74
H 2.46 4.77 4.51
C -5.54 -0.51 -2.74
H -0.27 -6.64 2.54
N 3.82 -1.56 0.06
H 1.01 5.08 -0.56
H 1.67 -5.10 5.82
C 0.11 2.66 -4.75
C 1.43 4.43 -3.74
H 3.46 4.81 -1.99
H -4.45 -4.44 -0.10
H 3.98 2.86 3.91
C 3.06 3.02 3.34
C 0.89 -4.16 2.57
C -0.47 -6.12 1.60
H 4.09 -0.80 4.41
H 3.29 -0.37 6.75
C -0.03 -4.69 1.72
N 1.31 0.20 1.61
C -4.32 -1.16 -3.40
H -5.41 -5.32 -1.31
C -4.89 -4.38 -1.10
H -3.11 -4.90 -2.19
H -0.22 5.14 0.67
H 4.66 3.00 -0.77
C 4.56 -1.79 0.93
C 2.67 -0.08 5.89
C 3.87 2.78 -1.47
H 1.47 3.54 1.16
H 1.70 -5.92 3.45
C 2.06 3.80 4.20
H 3.34 3.63 2.47
H 1.80 3.23 5.10
C 2.52 1.71 2.87
C -1.47 -3.69 -0.12
H -0.10 -7.87 0.35
C -0.76 6.12 -1.16
H 1.13 3.97 3.65
H -0.69 2.38 -5.42
C -0.48 -3.59 0.87
C -0.47 3.58 -0.74
Cl 0.89 -2.73 -3.36
H -6.27 -0.18 -3.49
H -0.38 7.08 -0.81
C -1.42 3.05 -1.57
N 2.53 1.10 -2.52
H -4.16 2.94 -1.32
C -3.28 -1.57 -2.40
C 2.71 0.48 3.43
H -2.63 3.11 -3.31
H -0.56 6.06 -2.23
C 1.13 2.53 0.93

***

(3)
68
Properties=species:S:1:pos:R:3 method="wB97M-V/def2-TZVPD" relative_energy_kcal_mol=0.00 e_homo_ev=-7.367 homo_lumo_gap_ev=7.36 max_force_ev_per_a=0.13 total_charge=0 e_lumo_ev=0.00
C -1.68 -1.54 -2.59
Mg -0.11 0.33 -0.67
H -3.96 -3.06 -2.52
H -2.09 -2.35 1.82
H -5.63 1.00 2.70
C -3.10 -1.09 -2.25
O 1.79 0.88 -0.40
O -3.06 0.38 -4.26
H -4.86 3.05 3.16
C -3.78 3.13 3.10
H 1.83 -1.55 6.93
C -3.01 2.02 2.79
H 0.07 3.48 2.85
C -4.19 -2.00 2.06
O -5.21 -2.03 -1.31
As -0.78 0.51 2.16
H 1.07 -1.70 2.72
H -2.95 -0.46 -0.20
H 5.41 0.61 1.87
C 1.54 -1.75 4.82
H -2.80 1.07 -3.64
Se -0.50 -2.08 -1.08
H -4.21 0.36 -1.12
H 4.18 2.14 0.22
C -5.18 -1.05 2.29
C -0.13 0.47 5.03
H 6.42 1.13 0.53
H 0.35 0.42 7.12
H 5.75 -0.50 0.53
H 2.18 -2.61 4.73
C -1.62 2.16 2.71
H 2.78 -1.06 -2.00
H 4.39 0.93 -1.04
H 4.48 -1.31 -1.53
C -1.01 3.38 2.93
H -3.77 5.22 3.57
H 3.34 -2.66 -1.58
H 2.09 -1.85 0.32
H -0.78 1.33 5.13
H -1.73 -2.42 -3.25
H 3.78 -1.80 0.83
H -6.22 -1.35 2.29
C -4.85 0.27 2.53
C 4.34 1.08 0.04
C -3.17 4.36 3.33
C -3.19 -0.01 -1.17
H -3.30 -2.76 -0.91
C 0.07 -0.12 3.79
H -1.32 5.44 3.43
C -1.79 4.48 3.25
C 3.45 -1.61 -1.33
C 0.91 -1.23 3.69
C 1.34 -1.15 6.05
C 3.06 -1.39 0.12
C -3.77 -0.62 -3.55
C -3.87 -2.31 -1.73
C -2.86 -1.63 2.05
H -5.16 -1.56 -0.48
H -3.86 -1.47 -4.24
S 2.80 0.33 0.59
Se -2.09 1.64 -1.33
C 0.51 -0.04 6.16
H -1.18 -0.76 -3.15
H -4.46 -3.04 1.88
C -3.51 0.66 2.54
C 5.54 0.54 0.79
H -4.79 -0.29 -3.32
C -2.53 -0.30 2.28

***

(4)
21
Properties=species:S:1:pos:R:3 method="wB97M-V/def2-TZVPD" relative_energy_kcal_mol=86.46 e_homo_ev="-8.641 / -8.640" homo_lumo_gap_ev="8.04 / 8.03" max_force_ev_per_a=4.93 total_charge=0 e_lumo_ev="-0.60 / -0.61"
H -0.33 0.53 2.41
O -1.66 -1.15 -0.43
C -0.27 -0.01 -2.06
N -2.08 0.95 0.23
N 0.56 2.61 -1.31
C -2.56 -0.27 -0.19
H 1.09 -1.18 0.80
H 0.45 0.76 -2.07
C -0.20 1.47 1.88
H 0.44 -2.54 -0.12
C 0.76 -1.50 -0.21
H -2.84 1.68 0.07
H 0.12 -0.85 -2.79
H -1.28 0.36 -2.35
C -0.35 -0.68 -0.73
O -3.72 -0.51 -0.15
H 1.71 -1.54 -0.71
C -0.74 1.39 0.46
H 0.82 1.63 1.69
H -0.51 2.33 2.43
C -0.05 2.15 -0.43

***

(5)
76
Properties=species:S:1:pos:R:3 method="wB97M-V/def2-TZVPD" relative_energy_kcal_mol=49.60 e_homo_ev=-8.570 homo_lumo_gap_ev=7.01 max_force_ev_per_a=3.68 total_charge=0 e_lumo_ev=-1.56
H 1.27 -3.04 -0.02
O -1.56 1.93 -1.66
H -2.53 6.75 -2.08
O -3.11 7.47 -1.81
H 0.15 2.39 0.84
O 0.53 4.19 -1.01
O -4.19 -1.94 2.71
O 5.16 -7.88 -0.08
H 3.70 -2.41 -3.31
H 5.18 -6.92 -0.03
H 6.33 -4.52 -0.96
O 3.87 -2.54 0.12
H 3.61 -1.68 7.04
H 4.41 -2.98 -2.09
O -4.59 4.97 -0.28
H -6.55 5.88 -2.66
H 1.38 -0.52 2.72
O 1.39 -1.61 -3.32
H -4.23 -1.16 -2.20
P -3.40 -0.97 -1.04
H 3.95 1.72 -3.15
O 1.59 -2.27 0.48
O -4.78 1.51 1.06
H -4.37 -2.23 3.61
O 2.87 0.39 5.62
O 1.29 0.38 3.04
H 3.72 -8.45 2.84
H -3.65 -2.17 0.78
O 4.29 -9.14 2.48
H 3.55 2.77 -2.13
H 3.53 -2.23 8.45
H 3.58 -0.47 -1.72
O 3.01 -1.77 7.79
C -0.77 -1.61 -2.04
H -5.70 1.36 0.80
H -1.84 -0.58 1.31
C 0.74 -1.17 -2.35
O -7.14 5.77 -1.90
O -1.35 5.21 -2.65
C 2.86 -1.83 -0.04
H 3.21 0.35 -0.06
H 5.51 -4.17 0.27
H 4.54 -8.80 1.60
H -5.78 1.41 -2.89
C 1.06 1.88 0.37
H -1.31 5.84 -3.38
H -5.06 -1.67 2.38
O 4.57 -2.69 -2.99
C -1.60 -0.57 -1.52
H 2.27 0.44 4.86
O -1.15 -0.72 1.98
H -4.78 2.38 1.47
H 0.39 0.40 3.40
C 0.54 0.87 -0.74
H 2.36 -0.07 6.29
H -6.60 5.32 -1.24
H 1.54 1.29 1.23
H -1.46 4.35 -3.08
O 3.53 1.82 -2.29
N -3.30 -2.34 -0.18
C 1.36 -0.16 -1.27
C -0.95 0.89 -1.33
H -4.12 5.61 -0.83
H 5.77 -8.10 -0.79
O -5.22 0.72 -3.25
H 0.02 3.87 -1.76
H -4.95 1.05 -4.11
H 1.72 2.71 -0.02
H -4.32 4.11 -0.63
H -0.68 -1.50 1.66
H -3.11 8.07 -2.57
C 2.86 -0.42 -0.84
O 6.08 -4.86 -0.09
H -1.13 -2.67 -2.18
H -0.10 4.74 -0.53
H -3.95 0.01 -0.12